No. 1
Computed, not measured: a structure of composition C2H2N9O2P in a non-equilibrium geometry, with ωB97M-V/def2-TZVPD.

Last column: Löwdin charge in e.
Cartesian coordinates (Å):
1 C -2.8931 0.4259 0.0417  -0.29
2 C 2.4045 0.6278 0.1411  -0.64
3 N -2.9764 -0.3386 -1.0248  -0.02
4 N 3.8674 -0.4769 -0.9921  -0.19
5 N -3.9874 0.7151 0.7329  -0.03
6 N 2.5490 -0.4099 -0.7569  -0.07
7 N 3.6174 1.0803 0.4844  -0.03
8 N -4.3039 -0.4627 -1.0479  -0.16
9 N 4.4920 0.3840 -0.2837  -0.19
10 N -4.8770 0.1152 -0.0331  -0.17
11 N 0.3422 -1.1848 0.6810  -0.14
12 O -1.1285 0.9638 0.7628  -0.39
13 O 1.2486 1.1712 0.5276  -0.25
14 P -0.0274 0.3590 -0.1428  0.65
15 H 0.3628 -1.9128 0.0460  -0.04
16 H 1.3097 -1.0565 0.8636  -0.04

Forces on the atoms, in the same order (eV/Å):
C 3.56 0.74 1.78
C 3.47 -1.21 -1.65
N 0.33 1.25 1.04
N -0.71 -0.61 -0.24
N 2.09 0.42 0.05
N -0.51 1.19 0.30
N -0.56 0.66 -0.12
N -1.03 -1.29 -1.14
N 0.14 0.67 1.09
N -1.16 -0.05 -0.29
N -1.25 2.36 1.22
O -5.34 0.06 0.14
O 0.05 0.16 0.67
P 0.23 -2.34 -1.71
H -0.27 -1.73 -1.82
H 0.96 -0.30 0.68

Total charge = -2
E_tot = -28898.2969 eV
HOMO energy = -0.061 Ha


No. 2
Computed, not measured: the ion C2H2NO2S with charge -1 in a non-equilibrium geometry, with ωB97M-V/def2-TZVPD.

Last column: Löwdin charge in e.
Cartesian coordinates (Å):
1 N 2.2127 -2.4253 0.3924  0.02
2 C 1.9493 -1.5033 -0.2167  -0.69
3 S 1.5158 -0.1104 -1.0984  0.76
4 O 0.0115 0.3250 -0.6389  -0.72
5 C -1.3460 0.8820 0.3395  -0.45
6 O -2.3873 0.9909 -0.2405  -0.08
7 H -1.1207 -0.0101 0.9284  0.08
8 H -0.8352 1.8511 0.5343  0.09

Forces on the atoms, in the same order (eV/Å):
N 0.80 -2.37 1.47
C -0.97 2.24 -1.23
S -1.55 0.87 0.44
O 3.32 -1.42 -2.81
C 0.59 1.27 2.40
O -2.39 -0.29 -1.71
H -0.16 0.18 0.79
H 0.37 -0.47 0.65

Total charge = -1
Energy relative to the best compared isomer or geometry (same formula, charge and spin) = 68.76 kcal/mol
SMILES = N#CSOC[O-]
E_tot = -18525.4478 eV
HOMO energy = -0.143 Ha


No. 3
Computed, not measured: the ion C2H2NO2S with charge -1 in a non-equilibrium geometry, with ωB97M-V/def2-TZVPD.

Last column: Löwdin charge in e.
Cartesian coordinates (Å):
1 O -1.4575 1.0408 -0.9341  -0.44
2 S -1.1773 0.0843 0.0987  0.50
3 O -2.3651 -0.6411 0.4494  -0.45
4 C 0.2423 -0.9680 -0.1569  -0.30
5 C 1.2344 0.0448 -0.4483  -0.46
6 N 1.4479 -0.0399 0.8067  0.03
7 H -0.7985 0.8771 1.3026  0.07
8 H 1.6213 0.5496 -1.2172  0.04

Forces on the atoms, in the same order (eV/Å):
O 0.58 1.23 -1.39
S -0.21 0.26 2.22
O -0.61 -1.03 0.73
C 0.29 1.11 0.68
C -0.62 -2.22 4.35
N -0.87 -0.46 -2.14
H -0.15 -1.02 -1.51
H 1.59 2.12 -2.94

Total charge = -1
Energy relative to the best compared isomer or geometry (same formula, charge and spin) = 123.97 kcal/mol
SMILES = O=[S@@H]([O-])=c1cn1
E_tot = -18523.0535 eV
HOMO energy = -0.141 Ha


No. 4
Computed, not measured: the ion C2H2NO3S with charge -1 in a non-equilibrium geometry, with ωB97M-V/def2-TZVPD.

Last column: Löwdin spin population.
Cartesian coordinates (Å):
1 C 0.2145 1.2285 -0.5097  0.58
2 C -0.7637 0.5684 0.4409  0.45
3 N -0.8408 0.8930 -1.0543  0.57
4 O 2.4336 2.5021 0.5414  0.05
5 O 0.9327 3.6884 -1.0078  0.12
6 O 2.5798 2.0520 -1.9236  0.06
7 S 1.8056 2.5457 -0.8293  0.13
8 H -0.6988 -0.4704 0.6752  0.01
9 H -1.3515 1.0818 1.0676  0.03

Forces on the atoms, in the same order (eV/Å):
C 5.62 -0.92 -0.62
C 0.76 -1.33 -1.91
N -3.17 -0.31 -0.80
O -0.52 -0.10 -2.94
O 0.64 0.96 -1.01
O 0.04 -0.32 -0.46
S -1.76 0.37 5.41
H 0.35 -0.69 0.11
H -1.96 2.34 2.23

Total charge = -1
Multiplicity = 3
Energy relative to the best compared isomer or geometry (same formula, charge and spin) = 76.85 kcal/mol
E_tot = -20568.7067 eV
<S²> = 2.01
HOMO energy (alpha / beta) = -0.023 / -0.209 Ha


Which formula does entry 2 have? C2H2NO2S


Number 1 is which compound? C2H2N9O2P


What is the total charge in the fourth record? -1